No. 1
{"formula": "C7H7ClO", "method": "the ωB97M-V functional and the def2-TZVPD basis", "species": ["C", "C", "C", "C", "C", "C", "C", "O", "Cl", "H", "H", "H", "H", "H", "H", "H"], "xyz": [[-0.66, 0.63, -1.33], [-1.38, 0.71, 0.02], [0.77, 0.20, -1.22], [-0.72, 0.55, 1.10], [0.77, 0.29, 1.36], [-0.07, -2.29, -0.42], [1.36, 0.03, -0.06], [-0.66, -2.57, 0.49], [2.89, -0.87, -0.01], [-0.81, 1.46, -1.88], [-2.46, 0.82, -0.04], [1.29, 0.13, -2.11], [1.11, 1.15, 1.92], [0.98, -0.60, 1.96], [-1.12, 0.56, 2.16], [-1.27, -0.20, -1.94]], "lowdin_charge": [-0.17, -0.12, -0.21, -0.15, -0.18, 0.03, -0.68, 0.10, 0.64, 0.07, 0.11, 0.08, 0.11, 0.10, 0.13, 0.15], "de_lowest_kcal_mol": 0.00, "charge": 0, "max_force_ev_per_a": 11.74, "multiplicity": 3, "homo_lumo_gap_ev": [6.19, 7.80]}


No. 2
{"formula": "C4H15NO3", "method": "the ωB97M-V functional and the def2-TZVPD basis", "species": ["C", "C", "C", "C", "N", "H", "H", "H", "H", "H", "H", "H", "H", "H", "O", "H", "H", "O", "H", "H", "O", "H", "H"], "xyz": [[-2.22, 0.80, -1.57], [-1.56, -0.60, -1.53], [-0.06, -0.48, -1.38], [0.56, -0.37, -0.21], [1.99, -0.27, -0.10], [-2.78, 0.97, -0.62], [-2.90, 0.97, -2.40], [-1.51, 1.62, -1.36], [-1.83, -1.01, -0.53], [-1.98, -1.34, -2.20], [0.47, -0.48, -2.34], [-0.02, -0.23, 0.69], [2.30, -0.56, 0.82], [2.36, -0.95, -0.76], [-0.54, -3.76, 0.67], [-1.46, -3.58, 0.90], [-0.10, -2.91, 0.83], [0.35, 0.92, 2.57], [0.51, 1.61, 1.90], [0.62, 1.09, 3.46], [2.29, 3.05, 1.12], [2.51, 2.59, 0.30], [3.00, 2.90, 1.75]], "lowdin_charge": [-0.11, -0.25, -0.15, -0.23, 0.03, 0.07, 0.06, 0.07, 0.09, 0.10, 0.11, 0.09, 0.07, 0.07, -0.06, 0.03, 0.01, -0.07, 0.03, 0.03, -0.06, 0.03, 0.04], "de_lowest_kcal_mol": 33.35, "charge": 0, "max_force_ev_per_a": 3.07, "homo_lumo_gap_ev": 8.96}


No. 3
{"formula": "C7H14N2S", "method": "the ωB97M-V functional and the def2-TZVPD basis", "species": ["C", "C", "N", "C", "C", "C", "C", "H", "H", "H", "H", "H", "H", "H", "H", "H", "H", "H", "H", "H", "N", "C", "S", "H"], "xyz": [[-1.15, 0.60, -2.38], [0.01, -0.26, -2.03], [0.68, -0.54, -1.01], [0.23, -0.03, 0.37], [-1.15, -0.69, 0.77], [1.25, -0.66, 1.36], [0.34, 1.48, 0.55], [-1.65, 0.89, -1.52], [-1.78, 0.11, -3.14], [-0.77, 1.43, -3.00], [0.21, -0.78, -3.01], [-0.92, -1.77, 0.64], [-1.45, -0.40, 1.78], [-2.06, -0.58, 0.20], [0.80, -0.59, 2.48], [2.15, 0.04, 1.49], [1.64, -1.65, 1.22], [-0.64, 1.96, 0.47], [0.67, 1.48, 1.62], [1.13, 1.86, -0.06], [3.13, -0.85, -1.66], [3.61, 0.13, -1.18], [4.22, 1.50, -0.64], [2.14, -1.18, -1.50]], "lowdin_charge": [-0.05, -0.21, 0.04, -0.55, -0.04, -0.09, -0.04, 0.03, 0.09, 0.10, 0.12, 0.09, 0.08, 0.06, 0.13, 0.08, 0.06, 0.08, 0.09, 0.05, 0.11, -0.89, 0.61, 0.05], "de_lowest_kcal_mol": 53.48, "charge": 0, "max_force_ev_per_a": 3.85, "homo_lumo_gap_ev": 9.61}


> Look up the charge of the third one.

0